No. 1
Computed, not measured: a structure of composition C19H37CoN9O4PSSi2 in a non-equilibrium geometry, with ωB97M-V/def2-TZVPD.

XYZ file:
```
74
Properties=species:S:1:pos:R:3:forces:R:3
Co 0.091 -0.124 -0.436 0.3 1.0 0.2
C -0.893 -0.990 3.371 0.0 -0.1 0.0
Si 0.073 0.539 2.989 0.1 0.1 -0.1
C -0.430 1.977 4.022 0.0 0.1 0.0
C 1.909 0.226 2.981 0.1 -0.1 -0.1
C 2.480 0.161 4.256 0.0 0.0 0.0
C 3.812 -0.170 4.450 0.0 0.0 0.0
C 4.610 -0.444 3.354 0.0 0.0 0.0
C 4.067 -0.379 2.080 0.0 0.0 0.0
C 2.723 -0.043 1.860 0.1 0.0 0.1
Si 2.364 0.129 0.026 -0.4 -0.3 -0.3
C 3.042 1.746 -0.602 0.0 0.1 0.1
C 3.203 -1.230 -0.961 0.1 0.0 0.0
H -0.599 -1.364 4.354 0.0 0.0 0.0
H -0.709 -1.786 2.649 0.0 0.0 0.0
H -1.961 -0.779 3.376 0.0 0.0 0.0
H -0.148 1.819 5.064 0.0 0.0 0.0
H -1.513 2.103 3.987 0.0 0.0 0.0
H 0.037 2.901 3.683 0.0 0.0 0.0
H 1.875 0.371 5.132 0.0 0.0 0.0
H 4.223 -0.211 5.450 0.0 0.0 0.0
H 5.652 -0.703 3.486 0.0 0.0 0.0
H 4.723 -0.585 1.242 0.0 0.0 0.0
H 4.129 1.712 -0.488 0.0 0.0 0.0
H 2.678 2.594 -0.022 0.0 0.0 0.0
H 2.830 1.908 -1.660 0.0 0.0 0.0
H 4.286 -1.087 -0.944 0.0 0.0 0.0
H 2.906 -1.183 -2.011 0.0 0.0 0.0
H 3.007 -2.236 -0.597 0.0 0.0 0.0
N 0.282 0.170 -2.428 0.0 -0.2 -0.1
N 0.355 1.569 -2.699 0.1 0.1 0.0
C 0.076 2.385 -1.617 0.2 -0.2 0.0
N -0.117 3.696 -1.795 0.1 -0.1 0.0
N 0.067 1.714 -0.521 -0.3 0.1 0.0
N -0.007 2.168 0.808 -0.1 -0.1 0.0
O -1.062 3.016 0.987 -0.2 -0.1 0.1
O -0.391 0.864 1.342 0.0 -0.4 0.3
H 1.022 -0.290 -2.950 0.0 0.0 0.0
H -0.632 -0.184 -2.715 0.0 0.0 -0.1
H 0.074 1.861 -3.624 -0.1 -0.1 0.0
H 0.149 4.136 -2.660 0.0 0.0 0.0
H -0.227 4.277 -0.978 0.0 0.0 0.0
N -4.284 -2.511 0.357 0.0 0.1 0.1
C -4.418 -1.559 -0.801 0.0 -0.1 0.0
P -3.321 -0.130 -0.317 0.0 0.2 0.3
O -3.348 -0.288 1.181 0.0 0.0 -0.1
O -2.007 -0.199 -1.053 0.0 -0.3 -0.2
C -4.182 1.397 -0.781 0.0 0.1 0.0
N -3.666 2.443 0.115 -0.1 -0.2 0.1
H -4.026 -1.854 1.159 0.0 -0.1 -0.1
H -3.511 -3.164 0.234 0.0 0.0 0.0
H -5.133 -3.041 0.544 0.0 0.0 0.0
H -5.458 -1.241 -0.824 0.0 0.0 -0.1
H -4.167 -2.048 -1.738 0.0 0.0 0.0
H -5.266 1.255 -0.721 0.0 0.0 0.1
H -3.927 1.648 -1.811 0.0 0.0 0.0
H -1.921 2.559 0.727 0.4 0.3 -0.4
H -3.854 2.181 1.079 -0.3 0.0 0.0
H -4.144 3.321 -0.061 0.1 0.0 0.0
N -0.482 -7.051 -0.845 0.2 -0.1 0.2
C -0.013 -6.375 0.230 -0.1 0.5 -0.5
S 0.409 -7.064 1.639 0.0 -0.1 0.2
C 0.026 -4.868 0.046 0.0 -0.4 0.1
C 0.731 -4.083 0.948 0.1 0.1 -0.1
C 0.768 -2.712 0.778 -0.1 -0.1 0.0
N 0.121 -2.085 -0.216 -0.1 0.0 0.0
C -0.577 -2.838 -1.080 0.2 -0.1 0.1
C -0.638 -4.216 -0.994 -0.1 0.1 0.1
H -0.464 -8.058 -0.779 0.0 0.0 0.0
H -0.413 -6.673 -1.775 0.0 0.1 0.0
H 1.253 -4.547 1.773 0.0 0.0 0.0
H 1.324 -2.092 1.468 0.0 0.0 0.0
H -1.102 -2.304 -1.861 0.0 0.0 0.0
H -1.227 -4.749 -1.728 0.0 0.0 0.0
```
Forces are in eV/Å.

Computed properties:
- HOMO energy (spin up / spin down) (hartree) = -0.4849 / -0.4849
- total charge = +2
- E_LUMO (spin up / spin down) (eV) = -5.663 / -5.662
- 2S+1 = 1
- frontier orbital gap (spin up / spin down) (Ha) = 0.2768 / 0.2768
- electronic energy (Eh) = -4240.8477
- energy relative to the best compared isomer or geometry (same formula, charge and spin) (kJ/mol) = 0.0

=====

No. 2
Computed, not measured: a structure of composition C19H37CoNO4Si in a non-equilibrium geometry, with ωB97M-V/def2-TZVPD.

XYZ file:
```
63
Properties=species:S:1:pos:R:3:forces:R:3
C -0.290 0.710 -4.197 0.7 0.6 -0.6
C 1.136 0.900 -3.965 -1.8 1.2 0.6
C 1.266 1.773 -2.855 -0.4 0.4 0.0
C -0.033 2.096 -2.347 0.5 -0.4 -2.1
C -0.991 1.470 -3.206 0.6 0.2 0.2
Co -0.118 -0.664 -2.558 -0.5 4.2 0.2
N -1.818 -1.311 -2.930 -1.2 -1.1 0.2
C -0.079 -2.397 -3.268 1.4 -2.8 -0.6
C 1.256 -1.794 -3.144 1.0 -3.4 -0.9
H 2.196 2.228 -2.497 -0.3 -0.5 0.0
H 1.921 0.487 -4.555 0.4 -0.1 -0.2
H -0.246 2.801 -1.571 -0.1 -0.1 0.4
H -2.070 1.619 -3.155 0.4 -0.3 0.1
H -0.731 0.219 -5.088 0.3 0.3 0.9
H 1.759 -1.659 -4.106 0.0 0.1 0.5
H -0.325 -3.149 -2.480 0.0 0.6 -0.9
H -2.058 -1.965 -2.165 -0.1 0.2 -0.3
H 1.851 -2.330 -2.387 0.0 0.8 -0.1
H -0.317 -2.675 -4.291 -0.7 0.2 0.3
C 2.203 3.600 0.799 0.2 0.1 0.0
C 2.000 2.123 1.124 -1.1 -0.2 -0.3
C 3.025 1.248 0.408 0.2 0.1 -0.1
C 2.069 1.926 2.639 0.2 0.0 0.2
O 0.663 1.821 0.643 0.9 -0.6 0.8
Si -0.096 0.327 0.601 -0.6 0.8 -1.1
O 0.089 -0.465 -0.775 0.0 0.1 2.9
O 0.350 -0.544 1.942 0.3 -1.1 -0.2
C 0.746 -1.954 2.081 -0.3 1.2 -0.2
C 1.538 -2.463 0.882 0.1 -0.3 -0.2
C 1.611 -2.003 3.332 0.1 -0.1 0.2
C -0.507 -2.801 2.270 0.0 -0.2 0.1
O -1.625 0.940 0.772 -0.8 -0.6 0.3
C -2.987 0.458 0.899 1.1 0.4 -0.1
C -3.370 -0.483 -0.241 0.0 0.0 0.0
C -3.155 -0.231 2.252 -0.1 -0.1 0.1
C -3.841 1.725 0.844 -0.1 0.0 0.0
H 3.204 3.906 1.126 -0.1 0.1 -0.1
H 1.459 4.210 1.331 0.1 -0.2 -0.2
H 2.107 3.786 -0.279 0.0 -0.1 0.2
H 4.032 1.629 0.632 -0.1 -0.2 -0.1
H 2.961 0.208 0.760 0.0 0.3 -0.1
H 2.862 1.274 -0.681 0.0 -0.1 0.4
H 1.346 2.586 3.139 0.1 -0.2 -0.1
H 1.856 0.886 2.922 0.1 0.4 -0.1
H 3.080 2.192 2.983 -0.2 0.0 0.0
H 2.378 -1.799 0.638 -0.3 -0.2 0.0
H 1.951 -3.453 1.136 -0.1 0.2 0.0
H 0.896 -2.575 -0.001 0.3 0.2 0.2
H 1.052 -1.649 4.210 0.1 0.0 -0.2
H 1.909 -3.042 3.513 0.0 0.1 0.1
H 2.523 -1.401 3.215 -0.3 -0.1 0.0
H -1.063 -2.477 3.161 0.1 0.0 -0.3
H -1.156 -2.756 1.381 0.2 0.1 0.3
H -0.205 -3.847 2.418 -0.1 0.1 0.0
H -2.807 -1.428 -0.179 -0.1 0.4 0.0
H -4.443 -0.716 -0.156 0.2 0.0 -0.1
H -3.185 -0.027 -1.227 0.0 -0.2 0.4
H -2.819 0.436 3.060 -0.1 -0.2 -0.2
H -4.220 -0.460 2.399 0.2 0.0 0.1
H -2.583 -1.169 2.300 -0.2 0.4 0.0
H -3.546 2.413 1.648 -0.1 -0.2 -0.2
H -3.713 2.235 -0.122 0.0 -0.2 0.3
H -4.895 1.454 0.971 0.1 0.1 0.0
```
Forces are in eV/Å.

Computed properties:
- HOMO energy (spin up / spin down) (hartree) = -0.1183 / -0.1558
- total charge = -1
- E_LUMO (spin up / spin down) (eV) = 2.830 / 2.825
- 2S+1 = 5
- frontier orbital gap (spin up / spin down) (Ha) = 0.2223 / 0.2596
- ⟨S²⟩ = 6.067
- electronic energy (Eh) = -2774.1927

=====

No. 3
Computed, not measured: a structure of composition C19H37CsN5OPSbSe4 in a non-equilibrium geometry, with ωB97M-V/def2-TZVPD.

XYZ file:
```
69
Properties=species:S:1:pos:R:3:forces:R:3
Cs 1.696 -0.567 -0.951 0.5 -0.4 -0.8
C 1.538 -4.651 -0.316 0.0 0.0 0.0
C 2.792 -4.106 -0.551 0.0 0.1 0.0
C 3.601 -3.733 0.518 0.1 0.0 0.0
C 3.164 -3.915 1.824 0.0 0.0 0.1
C 1.912 -4.471 2.058 0.0 0.0 0.0
C 1.103 -4.836 0.990 0.0 0.0 0.0
H 0.888 -4.901 -1.148 0.0 0.0 0.0
H 3.106 -3.924 -1.571 0.0 -0.1 0.0
H 4.580 -3.305 0.327 0.0 0.0 0.0
H 3.799 -3.636 2.659 0.0 0.0 0.0
H 1.564 -4.617 3.075 0.0 0.0 0.0
H 0.113 -5.236 1.164 0.0 0.0 0.0
Se -2.024 -0.807 -4.250 0.0 0.2 -0.1
Sb -0.782 -2.568 -3.056 -0.1 -0.4 -0.2
Se 1.601 -2.324 -3.630 0.3 -0.2 -0.8
Se -1.038 -2.231 -0.578 -0.6 0.0 0.4
Se -1.496 -4.840 -3.380 -0.1 -0.2 -0.1
N -5.119 1.634 -0.716 0.0 0.0 0.0
C -4.290 2.548 0.090 0.1 0.0 0.1
C -2.934 2.809 -0.598 0.0 -0.2 0.0
C -2.010 1.587 -0.559 0.0 0.2 0.1
N -2.527 0.520 -1.448 -0.3 0.0 0.0
C -1.839 1.067 0.871 -0.1 0.1 -0.1
C -3.155 0.797 1.604 0.0 0.1 0.1
N -3.835 -0.376 1.046 0.0 0.0 -0.1
C -4.069 2.030 1.519 0.0 0.0 0.0
H -5.945 2.080 -1.086 0.0 0.0 0.0
H -5.370 0.805 -0.191 0.0 0.0 -0.1
H -3.554 0.500 -1.429 0.1 0.0 0.0
H -4.806 3.510 0.174 0.0 0.0 0.0
H -2.419 3.635 -0.101 0.0 0.0 0.1
H -3.108 3.114 -1.632 0.0 0.0 0.0
H -1.018 1.866 -0.929 -0.1 0.0 -0.1
H -2.246 0.535 -2.460 0.1 0.0 0.0
H -2.158 -0.420 -1.146 0.1 -0.2 0.0
H -1.277 1.832 1.417 0.0 0.0 0.0
H -1.228 0.160 0.848 0.0 0.0 0.0
H -2.903 0.639 2.663 0.0 0.0 0.0
H -3.177 -1.099 0.752 0.0 0.0 0.0
H -4.463 -0.792 1.723 0.0 0.0 0.0
H -3.626 2.836 2.112 0.0 0.0 0.0
H -5.040 1.803 1.971 0.0 0.0 0.0
C 0.395 2.457 -3.777 0.0 -0.1 0.0
C 1.790 2.139 -3.361 0.0 0.1 -0.1
N 2.560 2.917 -2.627 0.0 0.0 -0.1
C 3.763 2.257 -2.536 0.1 -0.1 -0.1
C 3.711 1.077 -3.218 0.0 0.0 -0.1
N 2.448 1.017 -3.758 -0.1 -0.2 0.1
H -0.243 1.567 -3.771 0.0 0.0 0.0
H 0.371 2.849 -4.797 0.0 0.0 0.0
H -0.003 3.222 -3.113 0.0 0.0 0.0
H 4.601 2.670 -1.998 0.0 0.0 0.0
H 4.425 0.287 -3.376 0.0 0.0 0.0
H 2.022 0.143 -4.107 0.0 0.2 0.0
C 1.154 -0.716 3.004 0.0 0.1 0.2
P 2.086 0.737 2.473 0.0 -0.3 0.3
C 3.797 0.388 2.943 0.0 0.0 0.1
C 1.550 2.083 3.555 0.0 0.0 0.0
O 1.938 1.014 1.021 0.1 1.2 1.2
H 1.333 -0.908 4.064 0.0 0.0 0.0
H 1.453 -1.600 2.436 0.0 0.0 -0.1
H 0.087 -0.561 2.844 0.0 0.0 0.0
H 3.885 0.221 4.018 0.0 0.0 0.0
H 4.447 1.213 2.655 -0.1 0.0 0.0
H 4.125 -0.512 2.422 0.0 0.0 0.0
H 1.773 1.850 4.597 0.0 0.0 0.0
H 0.475 2.233 3.451 0.0 0.0 0.0
H 2.054 3.007 3.276 0.0 0.0 0.0
```
Forces are in eV/Å.

Computed properties:
- HOMO energy (hartree) = -0.1267
- total charge = -1
- E_LUMO (eV) = 1.344
- 2S+1 = 1
- frontier orbital gap (Ha) = 0.1761
- electronic energy (Eh) = -11302.9120